1 | Entry from OMol25: an isolated molecule of C3H5NO2 (the ωB97M-V functional and the def2-TZVPD basis).

The geometry in ORCA input format:
```
! wB97M-V def2-TZVPD RIJCOSX def2/J DEFGRID3
* xyz 0 1
C 1.66 0.21 -0.08
C 0.40 -0.49 0.39
O 0.33 -1.62 0.80
N -0.73 0.32 0.21
C -1.99 -0.17 -0.11
O -2.81 0.52 -0.67
H 1.53 0.47 -1.13
H 2.52 -0.43 0.04
H 1.81 1.15 0.47
H -0.58 1.27 -0.10
H -2.14 -1.22 0.18
*
```

Results
SMILES: CC(=O)NC=O
LUMO energy, eV: 0.680

2 | Entry from OMol25: a cluster of 2 separate species, C3H5NO2 in total (the ωB97M-V functional and the def2-TZVPD basis).

The geometry in ORCA input format:
```
! wB97M-V def2-TZVPD RIJCOSX def2/J DEFGRID3
* xyz 0 1
C 0.56 -1.40 1.04
C -0.55 -1.25 0.11
N -1.44 -1.10 -0.61
H 0.51 -0.60 1.78
H 1.50 -1.30 0.50
H 0.50 -2.37 1.54
O 0.66 1.33 -0.33
C -0.02 2.01 -1.06
O -1.14 1.62 -1.67
H 0.21 3.05 -1.32
H -1.33 0.69 -1.42
*
```

Results
SMILES: CC#N.O=CO
LUMO energy, eV: 0.818

3 | Entry from OMol25: an isolated molecule of C3H5NO2 (the ωB97M-V functional and the def2-TZVPD basis).

The geometry in ORCA input format:
```
! wB97M-V def2-TZVPD RIJCOSX def2/J DEFGRID3
* xyz 0 1
O -0.57 2.22 0.30
C -0.13 1.13 0.05
N 0.43 0.58 -1.07
C 0.54 -0.79 -0.57
C -0.03 -0.21 0.82
O -1.15 -0.66 1.51
H 0.56 0.97 -1.99
H 1.56 -1.16 -0.47
H -0.02 -1.50 -1.20
H 0.76 -0.16 1.58
H -1.96 -0.42 1.05
*
```

Results
SMILES: O=C1NC[C@@H]1O
LUMO energy, eV: 0.799

The least stable of the structures above is 3, whereas 1 is the most stable.